## a
68
Properties=species:S:1:pos:R:3 method="wB97M-V/def2-TZVPD" spin_multiplicity=1 orbital_gap_ev=6.4 total_charge=-1 e_lumo_ev=2.23 homo_energy_ev=-4.168
Sr 1.231 -0.645 2.209
S 1.875 -0.541 5.003
S 1.250 -2.508 4.723
O 2.426 -2.909 1.251
O 2.257 -0.253 6.358
O 2.971 -0.346 4.002
O 0.714 0.251 4.498
O -4.960 1.109 -1.771
O 4.198 3.273 -3.502
N -0.927 0.340 1.139
N -0.093 -2.329 -0.171
N 1.190 -4.626 2.052
N 1.895 0.382 -0.146
C 2.278 2.423 -1.289
C 2.351 -3.915 1.953
C 3.613 2.133 -1.426
C -2.367 4.280 -0.230
C -3.725 4.001 -2.622
C -4.345 4.672 -1.569
C 4.527 3.106 -2.127
C 0.037 -1.944 -1.440
C -3.246 -0.231 1.275
C -3.450 0.332 0.015
C -4.823 0.319 -0.612
C 0.319 -4.577 -0.864
C 3.527 -4.445 2.716
C 1.400 1.519 -0.662
C -0.066 1.849 -0.649
C -1.965 -0.223 1.772
C -3.640 4.802 -0.375
C 0.313 -2.821 -2.475
C -2.380 0.906 -0.629
C -1.731 3.576 -1.277
C 4.089 0.922 -0.923
C -2.456 3.467 -2.486
C -0.046 -4.025 1.562
C 0.057 -3.620 0.110
C -1.113 0.973 -0.022
C 3.206 0.094 -0.277
C 0.453 -4.168 -2.177
C -0.408 3.064 -1.136
H -4.092 5.319 0.464
H 1.109 -5.156 2.906
H -4.244 3.880 -3.567
H 3.260 3.481 -3.557
H 3.528 -0.858 0.138
H 3.503 -3.967 3.699
H -5.063 -0.702 -0.919
H 4.440 -4.153 2.203
H 0.437 -5.615 -0.579
H -5.556 0.603 0.153
H -2.004 2.946 -3.323
H 5.130 0.641 -1.026
H -0.080 -0.883 -1.629
H -1.748 -0.683 2.736
H -0.835 -4.771 1.669
H -5.337 5.088 -1.680
H 3.487 -5.528 2.836
H -4.593 1.993 -1.623
H 0.668 -4.887 -2.958
H 0.417 -2.449 -3.485
H -0.328 -3.166 2.178
H -4.055 -0.675 1.842
H 4.500 4.070 -1.608
H 1.833 3.342 -1.652
H -1.845 4.395 0.713
H -2.523 1.328 -1.607
H 5.553 2.742 -2.104

## b
68
Properties=species:S:1:pos:R:3 method="wB97M-V/def2-TZVPD" spin_multiplicity=1 orbital_gap_ev=7.0 total_charge=-1 e_lumo_ev=2.25 homo_energy_ev=-4.732
Sr -1.292 0.464 -0.407
S -3.116 0.809 -2.436
S -2.926 2.464 -1.237
O -1.618 3.013 -1.583
O -2.221 -2.901 -1.733
O -4.051 3.351 -1.401
O 6.207 0.054 0.044
O -2.827 1.946 0.202
O 3.360 6.488 -1.164
N -4.690 -0.845 0.982
N 0.640 2.585 0.262
N 1.381 0.487 -1.335
N -3.999 -3.085 -0.333
C 1.717 2.693 -0.529
C -5.873 1.225 1.258
C 1.500 5.071 -0.668
C 2.190 3.899 -1.000
C 1.990 -4.289 1.208
C 3.582 -3.689 3.395
C -5.234 -0.965 -0.220
C 4.075 -0.207 -1.130
C -0.023 3.706 0.514
C -5.020 0.245 1.701
C 2.938 -5.202 1.652
C -2.669 -3.244 -0.652
C 2.301 1.366 -0.904
C 1.808 -0.738 -1.656
C 0.833 -2.103 1.407
C 0.047 -1.215 1.050
C -6.438 1.080 -0.003
C 3.647 1.075 -0.807
C 1.809 -3.055 1.855
C 3.740 -4.911 2.751
C 0.366 4.971 0.112
C 3.134 -1.126 -1.557
C 1.932 6.397 -1.210
C 2.634 -2.776 2.954
C 5.524 -0.601 -1.023
C -6.125 -0.032 -0.743
C -4.804 -2.135 -1.075
C -1.798 -3.852 0.410
H 5.706 -0.103 0.851
H 3.050 -6.150 1.136
H 1.468 7.194 -0.626
H 1.374 -4.510 0.345
H -7.082 1.848 -0.412
H 1.582 6.486 -2.242
H 4.478 -5.625 3.098
H -2.370 -4.365 1.185
H -0.236 5.835 0.364
H -0.926 3.587 1.105
H -4.197 -3.127 0.656
H 6.054 -0.311 -1.930
H 3.415 -2.149 -1.785
H 4.345 1.823 -0.452
H -5.689 -2.603 -1.510
H 2.514 -1.825 3.456
H -1.105 -4.547 -0.061
H -4.559 0.325 2.678
H -6.509 -0.159 -1.749
H 5.597 -1.686 -0.930
H -6.066 2.099 1.866
H 3.615 7.312 -1.592
H 4.200 -3.446 4.251
H 3.052 3.932 -1.654
H -4.187 -1.764 -1.894
H -1.210 -3.047 0.865
H 1.051 -1.444 -1.973

Relative stability in hartree, measured from the most stable structure: a 0.0000; b 0.0467

## a
23
Properties=species:S:1:pos:R:3 method="wB97M-V/def2-TZVPD" spin_multiplicity=1 orbital_gap_ev=10.2 total_charge=+1 e_lumo_ev=-4.63 homo_energy_ev=-14.795
N 2.089 -0.377 1.777
C 0.666 -0.386 0.348
C -1.732 0.023 -1.039
C -0.572 1.000 -1.190
C 0.403 1.034 0.045
C 1.444 -1.075 -0.663
C -2.552 0.062 0.262
H -2.978 -0.908 0.500
H -1.405 -1.015 -1.189
H -3.379 0.780 0.271
H -2.433 0.062 -1.853
H 2.953 -0.916 1.896
H 1.307 1.607 -0.135
H -0.820 2.051 -1.280
H 0.973 -1.503 -1.562
H -0.075 -0.910 0.944
H -0.007 1.608 0.870
H -1.946 0.510 1.039
H 2.078 0.079 2.698
H 1.880 -2.041 -0.389
H -0.026 0.579 -2.035
H 1.473 -1.184 1.922
H 2.234 -0.423 -1.039

## b
23
Properties=species:S:1:pos:R:3 method="wB97M-V/def2-TZVPD" spin_multiplicity=1 orbital_gap_ev=10.8 total_charge=+1 e_lumo_ev=-3.68 homo_energy_ev=-14.461 smiles=CC(C)C[C@@H](C)[NH3+]
N 2.388 1.463 -0.142
C 1.384 -0.567 -0.951
C -1.466 -0.658 1.743
C 1.073 0.471 0.113
C -0.368 0.980 -0.001
C -1.489 -0.067 0.244
C -1.624 -1.130 -0.859
H 0.920 -1.460 -0.651
H 0.692 -0.252 -1.702
H -2.117 -0.726 -1.753
H -2.400 -1.166 2.068
H -0.382 1.969 0.565
H -1.152 0.088 2.551
H -0.725 -1.445 1.834
H 3.369 1.091 0.212
H 2.384 1.713 -1.129
H 2.239 2.275 0.416
H 2.380 -0.958 -1.274
H -0.786 -1.722 -1.173
H 1.158 -0.059 1.126
H -0.479 1.326 -1.013
H -2.490 0.625 0.336
H -2.510 -1.788 -0.559

Relative stability in hartree, measured from the most stable structure: a 0.0115; b 0.0000

## a
23
Properties=species:S:1:pos:R:3 method="wB97M-V/def2-TZVPD" spin_multiplicity=1 orbital_gap_ev=7.7 total_charge=+1 e_lumo_ev=-5.36 homo_energy_ev=-13.074
N -1.859 -2.256 2.797
C -0.294 -0.115 0.257
C 0.190 1.191 -2.116
C -0.767 0.171 -2.726
C 1.715 0.502 1.725
C 1.010 0.607 -0.877
C 0.648 0.848 0.688
H -0.036 -1.168 0.263
H 0.160 1.818 0.724
H -0.824 0.345 -3.797
H -1.365 0.062 0.347
H 2.365 -0.229 1.242
H -0.296 2.131 -1.839
H 1.014 1.535 -2.738
H -0.345 -0.830 -2.598
H 2.316 1.374 1.968
H -1.784 -3.244 2.976
H 1.219 0.115 2.608
H -2.309 -2.069 1.911
H 1.298 -0.384 -1.232
H -2.254 -1.742 3.571
H 1.946 1.179 -0.898
H -1.746 0.159 -2.254

## b
23
Properties=species:S:1:pos:R:3 method="wB97M-V/def2-TZVPD" spin_multiplicity=1 orbital_gap_ev=7.9 total_charge=+1 e_lumo_ev=-5.82 homo_energy_ev=-13.734
N -2.498 0.554 -2.294
C 1.726 -0.627 0.291
C 1.439 -2.159 0.439
C -0.867 1.528 1.667
C 0.149 0.294 1.891
C 0.486 0.085 -1.604
C 1.142 0.428 0.949
H 2.755 -0.295 -0.233
H -0.336 -0.261 -1.020
H 0.501 1.140 -1.559
H 1.623 1.351 0.568
H -1.415 1.340 0.732
H 0.539 0.433 2.888
H -0.444 -0.690 1.751
H 1.034 -2.428 1.448
H -3.454 0.751 -2.085
H 1.048 -0.545 -2.323
H -1.643 1.561 2.428
H -2.463 0.815 -3.278
H 0.757 -2.542 -0.403
H 2.433 -2.690 0.312
H -2.252 -0.469 -2.217
H -0.260 2.426 1.651

Relative stability in hartree, measured from the most stable structure: a 0.0000; b 0.0405

## a
9
Properties=species:S:1:pos:R:3 method="wB97M-V/def2-TZVPD" spin_multiplicity=1 orbital_gap_ev=8.3 e_lumo_ev=-0.65 homo_energy_ev=-8.980 smiles="I/C=C/I.OI"
I -0.406 -0.810 3.021
I -2.438 1.821 -0.356
I 1.978 0.330 -1.220
O -0.665 2.272 0.369
C 0.189 -0.519 1.006
C 1.159 0.345 0.697
H 1.649 0.977 1.271
H -0.383 -1.087 0.242
H 0.025 2.120 -0.286

## b
9
Properties=species:S:1:pos:R:3 method="wB97M-V/def2-TZVPD" spin_multiplicity=1 orbital_gap_ev=8.7 e_lumo_ev=-0.21 homo_energy_ev=-8.899
I 2.211 1.357 0.520
I 0.748 0.297 -2.579
I 0.675 -1.521 2.154
O -1.291 1.203 0.227
C 0.966 -0.120 -0.537
C 0.454 -1.175 0.097
H -1.760 0.606 0.952
H 0.100 -2.003 -0.535
H -2.102 1.356 -0.298

Relative stability in hartree, measured from the most stable structure: a 0.0278; b 0.0000

## a
10
Properties=species:S:1:pos:R:3 method="wB97M-V/def2-TZVPD" spin_multiplicity=1 orbital_gap_ev=8.3 e_lumo_ev=-0.76 homo_energy_ev=-9.061
Br 2.428 -1.193 -0.456
F 1.715 0.955 -1.704
C 0.083 0.537 0.660
C -0.864 -0.505 1.002
C 2.521 0.639 -0.743
C -1.168 0.416 -0.168
H -0.381 -1.596 0.893
H -1.435 -0.382 1.889
H -0.969 0.020 -1.240
H -1.932 1.109 -0.132

## b
10
Properties=species:S:1:pos:R:3 method="wB97M-V/def2-TZVPD" spin_multiplicity=1 orbital_gap_ev=10.2 e_lumo_ev=0.65 homo_energy_ev=-9.509 smiles="FC(Br)=C1CC1"
Br 3.696 -0.600 -1.683
F 2.977 -2.003 0.609
C 1.243 -0.569 -0.124
C 0.160 0.233 -0.702
C 2.377 -1.195 -0.285
C -0.022 -0.386 0.637
H -0.680 -1.196 0.916
H 0.267 1.357 -0.739
H 0.006 0.250 1.409
H -0.206 0.054 -1.644

Relative stability in hartree, measured from the most stable structure: a 0.1887; b 0.0000

## a
11
Properties=species:S:1:pos:R:3 method="wB97M-V/def2-TZVPD" spin_multiplicity=1 orbital_gap_ev=10.5 e_lumo_ev=1.00 homo_energy_ev=-9.494 smiles="C=C=CC(=C)F"
F -2.077 1.351 -0.001
C 1.522 0.463 -0.021
C 2.728 0.925 0.055
C -1.625 0.109 0.005
C -2.333 -0.989 0.044
C 0.256 -0.039 -0.079
H -1.871 -1.957 0.054
H 0.274 -1.105 -0.288
H 3.256 1.278 -0.817
H -3.409 -0.943 0.068
H 3.279 0.906 0.981

## b
11
Properties=species:S:1:pos:R:3 method="wB97M-V/def2-TZVPD" spin_multiplicity=1 orbital_gap_ev=9.8 e_lumo_ev=0.75 homo_energy_ev=-9.087 smiles="C#C/C=C/CF"
F -0.188 2.500 -0.633
C -0.740 -0.171 -0.391
C 0.475 0.287 -0.031
C -0.920 -1.588 -0.005
C 0.858 1.776 0.099
C -0.938 -2.800 0.280
H 1.788 1.848 -0.450
H -0.860 -3.912 0.678
H 0.786 2.059 1.152
H -1.563 0.427 -0.943
H 1.302 -0.426 0.243

Relative stability in hartree, measured from the most stable structure: a 0.0324; b 0.0000

## a
18
Properties=species:S:1:pos:R:3 method="wB97M-V/def2-TZVPD" spin_multiplicity=1 orbital_gap_ev=9.0 e_lumo_ev=0.48 homo_energy_ev=-8.505
O -0.794 -0.420 -2.020
O -0.204 -0.094 2.180
O -0.450 -1.553 0.701
C -0.072 -0.281 0.856
C 1.895 -0.897 -0.695
C 0.852 0.111 -0.223
C -1.591 1.035 0.157
C -0.205 0.434 -1.356
H 2.531 -1.230 0.128
H 1.335 1.050 0.063
H -2.071 1.579 -0.657
H -1.505 1.818 0.919
H -0.015 1.445 -1.757
H -0.842 -1.921 1.511
H 1.405 -1.742 -1.178
H 2.538 -0.421 -1.438
H -2.304 0.272 0.475
H -0.503 0.817 2.334

## b
18
Properties=species:S:1:pos:R:3 method="wB97M-V/def2-TZVPD" spin_multiplicity=1 orbital_gap_ev=9.2 e_lumo_ev=0.20 homo_energy_ev=-8.979 smiles="C=C(O)OO.C=CC"
O -0.955 1.034 -0.055
O -0.555 2.389 -0.408
O 0.574 1.148 1.880
C 1.735 -0.548 -1.387
C 0.346 -0.921 -1.001
C -0.554 0.550 1.376
C -1.556 0.151 2.171
C -0.482 -1.693 -1.700
H -1.528 -1.795 -1.432
H 2.155 -1.267 -2.097
H 2.382 -0.531 -0.507
H 1.747 0.444 -1.845
H -1.494 0.209 3.251
H 0.409 1.421 2.795
H 0.404 2.305 -0.268
H -0.208 -2.067 -2.682
H -2.496 -0.175 1.744
H 0.074 -0.653 0.164

## c
18
Properties=species:S:1:pos:R:3 method="wB97M-V/def2-TZVPD" spin_multiplicity=1 orbital_gap_ev=10.5 e_lumo_ev=0.63 homo_energy_ev=-9.825
O -0.160 1.423 -0.432
O 0.325 -0.697 -0.840
O -2.552 0.032 0.180
C -0.596 0.169 -0.264
C -1.840 0.113 -1.036
C 1.297 -1.513 -0.086
C -1.373 -0.331 1.022
C 1.222 1.633 0.210
H -2.024 1.021 -1.576
H -1.218 -1.434 1.244
H 0.968 1.385 1.365
H 1.750 2.551 -0.085
H 1.150 -2.745 0.088
H 2.034 0.880 -0.170
H -1.746 -0.802 -1.784
H 2.527 -1.092 -0.532
H 1.440 -0.872 0.907
H -1.203 0.279 1.790

Relative stability in hartree, measured from the most stable structure: a 0.0000; b 0.0995; c 0.0793

## a
15
Properties=species:S:1:pos:R:3 method="wB97M-V/def2-TZVPD" spin_multiplicity=1 orbital_gap_ev=10.5 e_lumo_ev=0.23 homo_energy_ev=-10.229 smiles=CCO.O.O
O 1.877 1.452 0.784
O -1.035 -0.383 2.308
O -0.758 0.960 -0.252
C -0.527 -1.419 -0.864
C -0.442 0.042 -1.302
H -0.580 -2.158 -1.665
H -1.155 0.185 -2.117
H 2.520 1.016 0.212
H -0.338 0.272 2.214
H 0.087 1.296 0.076
H 0.563 0.312 -1.638
H -1.445 -1.583 -0.296
H 0.316 -1.696 -0.229
H 2.394 2.070 1.313
H -1.480 -0.366 1.457

## b
15
Properties=species:S:1:pos:R:3 method="wB97M-V/def2-TZVPD" spin_multiplicity=1 orbital_gap_ev=11.1 e_lumo_ev=0.60 homo_energy_ev=-10.466 smiles=CCO.O.O
O -2.778 -4.560 0.338
O -0.445 0.093 -2.483
O 0.385 3.467 2.310
C 0.132 -0.083 -1.048
C 1.206 0.882 -0.346
H 1.779 0.117 0.161
H 0.606 -1.108 -0.960
H 0.185 0.790 -2.730
H 1.910 1.237 -1.201
H 0.642 3.892 3.067
H 0.906 2.665 1.948
H -0.810 -0.139 -0.477
H -2.360 -3.767 0.700
H 0.753 1.755 0.089
H -2.111 -5.241 0.632

## c
15
Properties=species:S:1:pos:R:3 method="wB97M-V/def2-TZVPD" spin_multiplicity=1 orbital_gap_ev=10.9 e_lumo_ev=0.70 homo_energy_ev=-10.246 smiles=CCO.O.O
O 0.269 -0.250 4.711
O -4.448 -0.441 -4.853
O 2.001 -0.663 0.920
C 1.813 1.125 -0.848
C 1.179 0.226 0.277
H 0.287 -0.288 -0.099
H 2.563 -0.139 1.518
H 1.761 0.495 -1.760
H 1.040 1.953 -0.959
H 0.591 0.807 1.054
H -4.824 -1.055 -5.564
H -0.204 -0.164 3.761
H 2.923 1.270 -0.553
H -4.108 0.321 -5.392
H -0.563 -0.465 5.206

Relative stability in hartree, measured from the most stable structure: a 0.0000; b 0.0622; c 0.0444

## a
55
Properties=species:S:1:pos:R:3 method="wB97M-V/def2-TZVPD" spin_multiplicity=1 orbital_gap_ev=8.9 e_lumo_ev=0.10 homo_energy_ev=-8.815 smiles="C/C=C/CCCCO.O.O.O.O.O.O.O.O.O.O.O"
O -1.342 0.519 3.480
O 2.404 -1.544 -3.298
O 0.077 2.795 -2.195
O -2.735 -1.733 2.715
O -3.998 1.212 0.165
O 1.157 2.256 0.245
O 1.299 1.219 2.802
O 1.686 1.093 -3.555
O 3.320 3.725 -0.336
O 4.228 -1.212 -1.389
O -1.971 2.213 1.584
O 3.152 1.216 -1.286
C -2.519 -2.082 -0.971
C -1.772 -2.702 0.229
C 1.779 -2.089 1.697
C -0.342 -2.251 0.369
C -2.685 -0.575 -0.847
C -3.873 -0.214 0.013
C 0.370 -2.525 1.457
H -2.325 -2.427 1.117
H 2.200 -1.550 0.805
H 0.092 -1.648 -0.417
H 3.470 2.831 -0.722
H -1.788 -3.783 0.097
H -2.663 -2.307 3.481
H 3.681 0.355 -1.217
H -3.760 -0.610 1.058
H -3.927 1.678 -0.677
H 2.067 -0.641 -3.422
H 0.410 0.923 3.109
H 4.195 4.008 -0.048
H 3.590 -1.418 -2.135
H -2.742 1.851 1.062
H 0.262 3.721 -2.402
H -1.742 -0.139 -0.450
H 1.249 1.587 1.894
H 2.451 -2.909 1.894
H -4.810 -0.545 -0.395
H 1.679 -2.032 -2.904
H 0.979 1.651 -3.147
H -1.563 0.957 4.304
H -1.982 -2.311 -1.903
H 1.931 1.520 -4.382
H -1.195 2.193 1.020
H -2.226 -0.932 2.924
H 1.717 1.638 -0.290
H -0.065 -3.146 2.252
H -2.829 -0.120 -1.842
H -1.628 1.122 2.759
H 3.949 -1.769 -0.653
H 1.780 -1.387 2.536
H 0.389 2.652 -1.270
H 2.718 1.199 -2.164
H -3.513 -2.591 -1.065
H 1.713 3.058 0.312

## b
55
Properties=species:S:1:pos:R:3 method="wB97M-V/def2-TZVPD" spin_multiplicity=1 orbital_gap_ev=9.0 e_lumo_ev=0.24 homo_energy_ev=-8.787
O -2.793 0.137 2.151
O -2.673 3.030 -0.029
O 1.004 2.124 2.195
O -3.568 0.535 -0.390
O -1.163 -1.601 3.389
O 1.512 2.169 -0.419
O -1.377 -1.889 -3.312
O -2.260 0.592 -2.730
O -0.739 2.516 -1.826
O -1.509 2.490 2.333
O 1.253 -2.885 1.953
O 1.215 -0.443 3.032
C 3.653 -0.591 -0.021
C 1.979 -0.919 -1.803
C 0.084 -0.994 -0.210
C -1.185 -1.357 -0.065
C 2.550 -0.540 -3.150
C 0.696 -0.644 -1.496
C 2.920 -1.593 -0.882
H 2.948 -0.084 0.688
H 2.715 -1.461 -3.796
H 3.686 -2.315 -1.404
H -2.309 1.028 2.204
H 0.313 -2.768 2.180
H -1.733 -0.996 2.864
H -2.083 -2.548 -3.384
H 4.120 0.211 -0.568
H -3.621 0.315 2.547
H 3.521 -0.057 -3.017
H -1.271 1.683 -2.192
H 1.147 1.174 2.490
H -0.483 2.341 2.226
H -0.654 3.185 -2.517
H -1.658 3.114 3.019
H 0.727 2.264 -0.879
H -1.892 -1.395 -0.897
H 0.772 -0.908 0.654
H -1.585 -1.658 0.881
H 1.607 -3.577 2.493
H -3.396 1.557 -0.297
H -2.018 2.990 -0.695
H 1.840 1.285 -0.725
H 2.358 -2.344 -0.214
H 4.479 -1.016 0.621
H -1.926 -0.324 -2.978
H -2.221 2.949 0.784
H 0.058 -0.152 -2.170
H 0.302 -0.734 3.154
H 1.898 0.189 -3.709
H -3.165 0.156 0.414
H 1.256 2.152 1.271
H -1.348 -1.453 4.300
H -2.829 0.479 -1.992
H -0.757 -2.241 -2.644
H 1.605 -1.177 2.567

Relative stability in hartree, measured from the most stable structure: a 0.0000; b 0.0136